Molecular formula: C22H36CaO3P2
Method: DFT, ωB97M-V/def2-TZVPD

```
64
Properties=species:S:1:pos:R:3:forces:R:3
P -0.73723 -1.68208 -1.41124 0.277 -1.242 -2.425
P -1.00270 1.57443 -1.61939 1.004 1.170 -1.403
C -1.76690 -0.83908 -2.91134 -0.113 -0.119 0.562
C -1.15145 0.48902 -3.02517 -0.666 -0.314 -0.442
H -2.84372 -0.82085 -2.65608 0.158 0.048 0.068
H -1.67082 -1.44297 -3.83784 -0.095 0.351 0.740
H 1.58682 -0.28511 -3.06814 0.578 0.299 0.097
H -0.50071 0.67046 -3.89748 -0.407 0.058 0.584
C -2.53522 2.51858 -1.12341 -0.237 0.245 -0.594
H -2.33114 2.99402 -0.14887 -0.079 -0.456 -0.242
H -3.43464 1.87523 -1.06352 0.160 0.396 0.016
H -2.72889 3.33088 -1.83957 -0.233 -0.380 0.111
C -0.15517 2.83232 -2.73587 0.138 0.544 0.231
H -0.72421 2.96211 -3.67087 -0.028 -0.117 0.460
H 0.83485 2.44954 -3.01275 -0.295 0.022 0.255
H -0.02335 3.82715 -2.29862 0.007 -0.232 0.181
C -1.89615 -2.77226 -0.56990 -1.662 -0.229 -0.808
H -2.24608 -2.39990 0.53532 0.974 -0.498 -0.580
H -1.30745 -3.65733 -0.27089 -0.469 0.297 -0.036
H -2.68219 -3.03755 -1.30626 0.283 -0.396 0.308
C -0.11954 -2.89266 -2.73584 -0.186 -0.497 -0.455
H 0.41913 -2.31556 -3.50214 -0.175 -0.297 0.476
H -0.96917 -3.33491 -3.28942 0.109 0.053 0.602
H 0.53353 -3.71675 -2.38133 -0.612 0.572 -0.075
Ca -2.47340 -0.20127 0.31144 0.610 -0.728 2.270
C 3.10465 1.47017 -1.87491 0.367 0.990 -0.062
C 2.35360 1.46444 -0.77818 -1.085 -0.551 0.269
C 1.76398 0.28179 -0.04249 0.829 -0.460 0.326
C 2.38057 -1.13719 -0.31586 -0.232 0.025 1.160
C 2.07370 -1.77399 -1.63473 0.815 -0.640 0.469
C 2.33171 -1.08494 -2.91480 -0.229 -0.557 -1.402
C 3.79395 -0.69109 -3.11614 0.382 -0.097 0.152
C 4.21455 0.55763 -2.28038 0.782 -0.939 -0.718
C -1.55211 -2.28874 2.14402 -0.576 0.950 -0.016
H 2.94867 2.32142 -2.53710 0.584 0.359 0.312
H 1.86513 2.39271 -0.46359 -0.183 -0.120 -0.556
H 0.71580 0.25080 -0.37760 0.486 -0.002 0.149
H 1.67382 0.49501 1.04317 0.329 -0.284 -0.433
H 3.48266 -1.11027 -0.06753 -0.877 -0.145 -0.305
H 1.90603 -1.82890 0.41662 0.498 0.515 -0.064
H 2.00649 -2.89042 -1.66763 0.430 1.342 0.299
H 2.14433 -1.75312 -3.77298 -0.076 -0.057 0.450
H 4.04125 -0.69521 -4.19862 -0.277 0.783 0.492
H 4.39091 -1.54520 -2.77536 -0.050 0.041 0.140
H 4.78162 0.20476 -1.39769 -0.482 0.235 -0.310
H 4.96353 1.12748 -2.87135 -0.513 -0.146 0.369
H -0.63370 -1.73872 2.39182 -0.132 -0.073 0.224
H -1.32514 -3.36562 2.12829 -0.074 0.245 -0.143
H -2.33135 -2.10596 2.89424 0.352 -0.054 0.230
O 0.20436 2.08073 3.52358 -0.678 -0.210 -0.217
C -0.57102 1.59802 4.51091 0.066 -0.067 0.220
C -0.16295 1.86964 5.83119 -0.413 -0.138 -0.092
C -0.91570 1.40845 6.90288 0.093 0.003 -0.441
C -2.09411 0.68567 6.67160 -0.164 -0.227 -0.283
C -2.51062 0.42380 5.35928 0.040 0.216 0.406
C -1.76845 0.85993 4.25371 0.497 0.985 0.430
C -2.25228 0.76918 2.85901 -0.426 -0.664 -1.570
O -3.40640 0.35219 2.51865 1.283 0.485 0.291
O -1.40530 1.09638 1.89570 -1.033 -0.163 0.736
H -0.30356 1.81762 2.68667 0.653 0.100 0.267
H 0.71653 2.49321 5.97481 -0.090 -0.247 -0.043
H -0.56967 1.61873 7.91778 -0.240 -0.070 -0.282
H -2.68610 0.34346 7.52508 0.161 0.051 -0.411
H -3.44356 -0.09931 5.16713 0.143 0.032 0.056
```
Forces are in eV/Å.

strongest force on any atom: 2.7 eV Å⁻¹
spin multiplicity: 1
DFT total energy: -66550.402 eV
LUMO level (alpha / beta): -0.5 / -1.2 eV
ΔE to the lowest compared entry with this formula, charge and spin: 626.5 kJ/mol

=====

Molecular formula: C30H49N10O5P2
Method: DFT, ωB97M-V/def2-TZVPD

```
96
Properties=species:S:1:pos:R:3:forces:R:3
C 1.44430 1.47151 2.94595 0.213 -0.404 0.022
C -0.05481 1.16971 2.74353 -0.048 -0.933 -0.245
N -0.41785 -0.05610 2.80553 0.002 0.974 -0.153
C -1.16408 2.24433 2.45953 1.284 0.473 1.058
P -1.41540 2.68521 0.67838 -0.838 -0.746 -0.105
C -1.56903 1.25315 -0.48943 0.274 -0.535 -0.139
C -0.29419 0.35637 -0.66100 0.497 -0.201 -0.630
C 0.81302 0.96462 -1.58744 -0.536 -0.812 -0.878
N 1.98397 0.06158 -1.62817 -0.416 1.094 0.570
C 2.77512 0.15769 -0.36423 0.598 0.261 -0.509
C 4.27157 0.37200 -0.72968 1.216 0.590 0.503
C 4.97445 1.45591 -0.08882 1.259 -0.994 -1.369
C 6.35989 1.71919 -0.41976 -0.520 -0.755 -0.476
C 7.07416 0.92760 -1.39289 -2.502 -0.317 0.864
C 6.35585 -0.17394 -2.00039 0.001 0.666 0.320
C 4.98568 -0.46638 -1.68489 -0.319 1.589 1.000
O 4.29031 -1.54462 -2.26727 -1.044 6.739 3.054
C -3.09516 3.57821 0.60321 -0.359 0.524 -0.130
O -4.00986 3.02097 1.56341 0.954 -0.955 -0.861
C -4.65361 1.88301 1.03000 -1.463 -1.906 -0.387
C -4.47306 0.45339 1.65078 0.687 0.902 0.587
O -5.38805 1.96980 0.08905 0.719 0.760 0.274
P 0.02595 4.22892 0.01401 0.668 3.580 0.712
N -0.31150 5.54967 0.79003 -0.842 -1.987 -0.055
O 1.58959 3.84237 0.38459 -1.511 -0.103 -1.962
O -0.20385 4.51930 -1.59965 1.401 -1.314 1.635
H 1.91059 2.04676 2.11069 -0.589 -0.102 0.745
H 1.97680 0.48540 2.96677 -0.663 0.777 -0.025
H 1.67080 1.94761 3.93334 -0.407 -0.062 -0.903
H -1.42797 -0.12273 2.63199 0.235 -0.265 0.168
H -0.87799 3.16660 3.04024 -0.370 -0.482 -0.858
H -2.11474 1.88808 2.92388 0.553 0.308 -0.768
H -1.86619 1.68372 -1.48524 0.287 -0.157 0.888
H -2.41494 0.59047 -0.18047 0.515 0.743 0.059
H -0.63681 -0.58121 -1.17465 0.308 0.788 0.498
H 0.18192 0.02009 0.28631 -0.618 0.411 -0.433
H 1.09720 2.02221 -1.34447 -0.285 -0.628 0.150
H 0.40250 0.95824 -2.63501 0.266 0.279 0.889
H 2.59418 0.44929 -2.34925 -0.179 -0.503 0.012
H 2.42145 1.08276 0.17237 0.510 -0.855 -0.088
H 2.61867 -0.73777 0.29398 0.102 0.712 -0.617
H 4.47784 2.09763 0.66619 0.280 -0.529 -0.572
H 6.86533 2.55695 0.09980 -0.315 -0.642 -0.462
H 8.12548 1.16089 -1.64476 -0.851 -0.296 0.141
H 6.89430 -0.79707 -2.74489 -0.632 0.382 0.592
H 4.38899 -2.23389 -1.59805 -0.396 0.193 -0.332
H -3.00706 4.66354 0.82223 0.168 -0.785 -0.123
H -3.47255 3.46540 -0.44492 0.220 0.073 0.805
H -4.38429 -0.26904 0.80847 -0.270 0.607 0.585
H -3.53929 0.40712 2.25838 -0.784 -0.097 -0.257
H -5.34602 0.17571 2.30650 0.836 0.391 -0.636
H -1.08151 5.39984 1.44479 0.282 0.625 0.023
H 2.16559 4.22926 -0.30684 0.214 -0.367 0.516
H 0.65332 4.60435 -2.05965 -0.503 -0.122 -0.275
C -8.99388 -0.49245 2.62941 0.315 -0.110 0.225
C -7.78538 -0.51317 3.47715 -0.159 0.015 0.022
N -6.84810 -0.52893 4.14848 -0.319 0.059 -0.447
H -8.97741 -1.33419 1.93755 0.069 0.020 0.042
H -9.88183 -0.56269 3.25688 0.061 0.097 0.026
H -9.03366 0.43561 2.06056 0.004 -0.008 0.075
C -9.50226 0.66230 7.42167 -0.258 -0.005 -0.344
C -10.25491 0.74799 6.15389 0.081 0.013 0.062
N -10.83883 0.81473 5.16294 0.324 -0.079 0.424
H -8.51100 0.25121 7.23507 -0.033 0.080 -0.055
H -9.39902 1.65477 7.85768 0.026 -0.029 -0.081
H -10.03105 0.01723 8.12256 -0.032 0.019 -0.069
C 3.05711 -1.67907 -5.29919 0.525 -0.163 -0.251
C 3.71540 -1.68256 -6.62193 -0.106 0.094 0.040
N 4.22821 -1.68529 -7.65369 -0.240 -0.023 0.472
H 3.67653 -2.25321 -4.59251 -0.337 0.317 -0.211
H 2.93305 -0.65884 -4.93677 0.136 -0.021 -0.046
H 2.08259 -2.15369 -5.37004 0.071 0.032 -0.006
C 0.10348 -5.13864 -6.80822 0.306 0.135 0.333
C 1.07269 -4.76686 -5.75674 -0.034 -0.077 -0.054
N 1.83040 -4.47694 -4.93873 -0.414 -0.338 -0.356
H -0.87461 -5.31707 -6.36336 0.056 0.005 0.012
H 0.02220 -4.33355 -7.53762 0.040 -0.024 0.036
H 0.43575 -6.04445 -7.31343 0.017 0.043 0.037
C 5.14726 -5.80187 -3.39734 -0.076 0.416 0.100
C 5.06054 -4.36051 -3.08674 -0.133 -0.159 -0.096
N 4.99242 -3.22843 -2.84523 2.992 -7.112 -2.405
H 5.99970 -6.24149 -2.87891 -0.034 0.022 0.003
H 4.23677 -6.30636 -3.07603 0.019 0.061 -0.021
H 5.27149 -5.94304 -4.47043 -0.026 0.067 0.035
C 8.85515 -5.11543 -1.29561 -0.128 -0.471 0.045
C 8.45778 -6.53466 -1.17677 0.037 0.105 -0.004
N 8.14504 -7.63932 -1.08636 0.079 0.534 -0.078
H 9.80291 -4.95278 -0.78417 -0.037 -0.035 -0.019
H 8.96716 -4.84911 -2.34610 -0.002 -0.032 0.038
H 8.09381 -4.47870 -0.84601 0.017 -0.042 -0.015
C -5.27774 3.99415 4.57505 -0.326 -0.266 0.386
C -6.14457 3.26387 5.52502 0.020 0.033 -0.019
N -6.81998 2.69547 6.26383 0.317 0.273 -0.365
H -4.44021 4.44373 5.10792 -0.060 -0.014 0.025
H -4.89369 3.30831 3.82237 -0.046 0.016 0.047
H -5.84834 4.78025 4.08177 -0.001 -0.041 0.031
```
Forces are in eV/Å.

total charge: +1
strongest force on any atom: 8.1 eV Å⁻¹
spin multiplicity: 1
DFT total energy: -75608.492 eV
LUMO level: -3.4 eV
ΔE to the lowest compared entry with this formula, charge and spin: 287.7 kJ/mol

=====

Molecular formula: C53H42HgN12OSSbSi
Method: DFT, ωB97M-V/def2-TZVPD

```
112
Properties=species:S:1:pos:R:3:forces:R:3
Hg -1.13846 -0.42134 0.17281 -0.207 0.365 0.829
C 0.43267 2.76239 3.18887 0.066 0.073 0.058
C 1.56437 3.28663 2.54439 -0.107 -0.136 -0.052
C 1.89837 2.83614 1.29362 0.145 0.181 0.086
C 1.11435 1.83806 0.66697 -0.221 -0.202 -0.323
N 0.04640 1.30613 1.33544 0.408 0.383 0.004
C -0.27346 1.76818 2.53374 0.021 0.089 0.077
C 1.35020 1.36557 -0.67121 0.036 0.232 0.724
C 2.39338 1.83761 -1.50522 0.129 -0.215 -0.375
C 2.53078 1.31968 -2.76699 0.266 0.299 0.462
C 1.60770 0.37108 -3.24571 -0.562 -0.494 -0.253
C 0.57593 -0.03158 -2.40501 0.855 0.554 0.383
N 0.48749 0.42501 -1.15558 0.079 -0.376 -0.708
C -0.52359 -0.92361 -2.84823 -0.601 -0.483 0.010
C -0.57721 -1.48873 -4.12219 0.236 0.096 0.033
C -1.70996 -2.16973 -4.52006 -0.202 -0.089 0.108
C -2.77842 -2.28460 -3.64048 0.178 0.021 -0.086
C -2.62038 -1.77666 -2.36205 -0.186 -0.091 0.018
N -1.52405 -1.13436 -1.97853 0.311 -0.102 -1.260
H 0.12949 3.11716 4.16406 -0.046 -0.078 0.012
H 2.16843 4.03822 3.03995 0.013 0.039 -0.075
H 2.75582 3.25831 0.78633 0.009 -0.043 0.002
H -1.14852 1.31898 2.99414 0.012 -0.019 0.003
H 3.07828 2.59707 -1.15390 0.015 -0.019 0.020
H 3.35314 1.63456 -3.39911 -0.042 0.072 -0.011
H 1.70969 -0.02461 -4.24582 -0.060 0.038 0.005
H 0.26839 -1.40539 -4.78963 -0.034 0.078 -0.008
H -1.76579 -2.61680 -5.50525 0.032 0.060 -0.029
H -3.70234 -2.76608 -3.92930 0.008 -0.055 0.046
H -3.39856 -1.87514 -1.61170 0.051 -0.044 0.076
N -1.79433 -1.34208 3.56063 -0.090 0.255 -0.162
C -2.74534 -1.72570 2.61701 -0.099 -0.172 -0.197
N -3.86372 -2.35625 2.93613 0.176 0.024 0.199
N -4.48263 -2.56042 1.76160 -0.070 0.083 -0.027
N -3.77935 -2.08045 0.79715 0.006 0.063 -0.337
N -2.65716 -1.52625 1.29794 -0.359 -0.331 0.731
C -0.44692 -1.52886 3.31609 0.490 -0.089 -0.391
N 0.46825 -1.66670 4.28416 -0.283 0.064 0.279
N 1.61021 -1.84040 3.64757 0.204 0.056 -0.139
N 1.39562 -1.80132 2.36504 -0.482 0.221 -0.024
N 0.09499 -1.59327 2.10552 0.136 -0.432 0.537
H -2.06887 -1.51370 4.51320 -0.019 -0.080 -0.002
S 1.32729 -3.23214 -0.79474 -0.161 0.444 0.036
Sb 2.76387 -3.14452 0.94915 0.426 -0.324 0.162
C 2.21575 -4.58172 2.45143 -0.008 0.160 -0.229
C 1.13076 -5.37994 2.10885 -0.013 0.032 -0.112
C 0.60967 -6.29067 3.01769 0.011 -0.055 0.061
C 1.16703 -6.40267 4.28241 -0.034 -0.008 -0.057
C 2.23476 -5.58973 4.63567 0.084 -0.039 0.050
C 2.75889 -4.68351 3.72578 0.085 -0.038 0.007
C 4.26100 -4.33982 -0.09932 -0.067 -0.082 0.078
C 5.00515 -3.73181 -1.10796 0.047 0.042 0.091
C 5.70836 -4.48801 -2.03347 0.054 -0.001 -0.016
C 5.67830 -5.87528 -1.96431 -0.033 0.008 -0.029
C 4.95454 -6.49354 -0.95549 0.024 -0.093 0.006
C 4.24784 -5.72948 -0.03606 0.033 0.069 0.117
C 4.17413 -1.62311 1.52194 -0.299 -0.208 -0.169
C 4.93272 -1.71151 2.68164 -0.003 -0.094 -0.009
C 5.81588 -0.69524 3.01660 0.048 -0.019 0.039
C 5.96160 0.40637 2.18548 -0.007 -0.019 -0.014
C 5.21523 0.48812 1.01994 0.031 0.066 -0.061
C 4.31997 -0.52019 0.69284 -0.075 -0.015 -0.059
H 0.67532 -5.26256 1.13028 0.003 -0.013 0.004
H -0.24393 -6.89656 2.73984 -0.001 -0.002 0.002
H 0.76100 -7.10933 4.99628 -0.016 0.025 0.016
H 2.65003 -5.64744 5.63490 0.020 -0.002 -0.009
H 3.56742 -4.03601 4.03438 -0.018 -0.005 0.030
H 5.00893 -2.64907 -1.18948 0.034 -0.010 -0.038
H 6.26678 -3.99783 -2.82306 -0.011 0.009 0.000
H 6.19049 -6.46942 -2.71213 0.063 -0.004 0.042
H 4.92445 -7.57598 -0.89485 -0.010 0.001 -0.013
H 3.65436 -6.21847 0.73029 0.025 -0.057 -0.029
H 4.83682 -2.56864 3.33472 0.010 0.041 0.032
H 6.38988 -0.76539 3.93306 0.001 0.003 -0.002
H 6.65353 1.19773 2.44773 -0.012 0.006 0.001
H 5.32474 1.33800 0.35693 -0.033 0.025 0.018
H 3.72518 -0.43942 -0.20834 -0.077 0.081 -0.079
O -2.45522 1.42401 -0.42158 -0.087 -0.095 -0.246
Si -3.08344 2.77138 -0.87923 -0.159 0.546 -0.010
C -4.41791 2.56809 -2.23039 0.005 -0.092 0.222
C -4.40031 1.36557 -2.93669 0.017 -0.008 0.003
C -5.23431 1.14400 -4.02284 -0.036 -0.001 -0.036
C -6.12932 2.12976 -4.41659 0.016 -0.027 -0.044
C -6.18191 3.32621 -3.71385 -0.049 0.049 -0.020
C -5.33259 3.53987 -2.63600 0.031 0.054 -0.022
C -3.81944 3.78272 0.55209 -0.130 -0.099 -0.216
C -5.18950 3.82986 0.80634 0.047 0.039 -0.003
C -5.70358 4.58148 1.85508 -0.058 -0.007 0.041
C -4.84484 5.28895 2.68388 -0.046 0.024 0.022
C -3.47421 5.22831 2.46749 0.044 0.018 0.055
C -2.97092 4.47997 1.41373 0.003 0.017 -0.018
C -1.89611 4.01732 -1.71461 0.087 -0.190 0.168
C -0.70592 3.54204 -2.26598 -0.027 -0.114 0.011
C 0.20974 4.39481 -2.86689 0.040 0.069 -0.117
C -0.07246 5.75031 -2.96926 -0.046 -0.017 -0.015
C -1.26292 6.24275 -2.44818 0.023 0.090 0.022
C -2.14934 5.38652 -1.80971 -0.069 -0.043 -0.032
H -3.70313 0.60340 -2.61450 0.044 -0.067 -0.013
H -5.18221 0.20394 -4.56136 -0.016 0.003 -0.001
H -6.77693 1.97138 -5.27189 -0.023 -0.011 0.024
H -6.88653 4.09560 -4.01221 0.018 0.004 0.005
H -5.37827 4.48723 -2.10731 -0.007 0.008 -0.007
H -5.85995 3.26302 0.16904 -0.058 0.049 0.011
H -6.77385 4.61294 2.02770 0.003 -0.008 0.017
H -5.24204 5.87995 3.50163 0.005 -0.006 0.005
H -2.79888 5.76592 3.12382 0.009 -0.015 -0.002
H -1.89857 4.42833 1.25288 0.015 0.049 0.022
H -0.50369 2.47785 -2.21365 0.067 0.047 0.043
H 1.14234 3.99988 -3.25433 -0.034 -0.024 -0.012
H 0.62558 6.42107 -3.45834 0.017 -0.004 0.028
H -1.49211 7.30033 -2.52962 0.008 -0.003 0.023
H -3.05983 5.78724 -1.37368 0.011 0.048 -0.011
```
Forces are in eV/Å.

total charge: -2
strongest force on any atom: 1.3 eV Å⁻¹
spin multiplicity: 2
DFT total energy: -104998.264 eV
LUMO level (alpha / beta): 4.1 / 4.1 eV
ΔE to the lowest compared entry with this formula, charge and spin: 17.2 kJ/mol